# C9H14

A cluster of 2 separate species, C9H14 in total (ωB97M-V/def2-TZVPD, the Open Molecules 2025 dataset).

Each line ends with the natural charge from an NBO analysis.
Element x y z (Å)
C -2.154 -1.345 -2.483  -0.65
C -1.225 -1.346 -1.395  -0.07
C 0.177 -1.276 -1.561  -0.19
C 1.118 -1.657 -0.555  -0.20
C 0.576 -1.951 0.765  -0.22
C -0.800 -1.863 0.912  -0.20
C -1.667 -1.588 -0.205  -0.19
H -2.636 -2.229 -2.906  0.23
H -2.002 -0.856 -3.420  0.23
H -2.953 -0.632 -2.146  0.22
H 0.595 -1.030 -2.452  0.20
H 2.210 -1.484 -0.651  0.22
H 1.211 -2.242 1.451  0.20
H -1.324 -1.962 1.922  0.21
H -2.775 -1.467 0.132  0.21
C 1.049 3.507 1.330  -0.60
C 1.796 2.211 1.800  -0.61
H 1.773 4.229 1.284  0.20
H 0.501 3.330 0.456  0.20
H 0.473 3.957 2.066  0.20
H 2.068 2.405 2.794  0.20
H 2.739 2.010 1.240  0.20
H 1.251 1.279 1.622  0.21

HOMO energy = -9.066 eV
SMILES = Cc1ccccc1.CC
Net charge = 0
HOMO-LUMO gap = 10.06 eV
Lowest unoccupied orbital energy = 1.0 eV

=====

# C3H5N3S

The molecule C3H5N3S (ωB97M-V/def2-TZVPD, the Open Molecules 2025 dataset).

Each line ends with the natural charge from an NBO analysis.
Element x y z (Å)
C -1.150 -0.034 -1.667  -0.09
C 1.072 0.837 -1.310  0.08
C -0.132 -0.071 0.563  -0.43
N 0.798 1.919 -3.532  -0.30
N -0.201 0.364 -0.871  -0.40
N 1.255 1.444 -2.440  -0.18
S 2.532 2.118 -3.304  0.36
H -1.938 -0.415 -1.089  0.10
H 1.847 0.798 -0.514  0.22
H 0.575 -0.839 0.468  0.21
H 0.200 0.882 1.026  0.20
H -1.069 -0.281 0.997  0.23

HOMO energy (alpha / beta) = -8.140 / -8.141 eV
Net charge = 0
HOMO-LUMO gap (alpha / beta) = 8.26 / 8.26 eV
Lowest unoccupied orbital energy (alpha / beta) = 0.1 / 0.1 eV

=====

# C38H36HfN8S

A structure of composition C38H36HfN8S (ωB97M-V/def2-TZVPD, the Open Molecules 2025 dataset).

Each line ends with the Löwdin charge.
Element x y z (Å)
Hf -0.426 -1.100 -0.843  1.59
N 1.906 3.920 8.084  0.19
C 1.635 3.356 7.121  -0.16
C 1.294 2.651 5.912  -0.20
C 2.138 2.726 4.806  0.01
C 1.813 2.042 3.648  -0.01
C 0.636 1.299 3.577  -0.20
C -0.207 1.235 4.684  -0.01
C 0.124 1.899 5.852  0.01
C 0.299 0.578 2.322  -0.04
C 1.174 -0.431 1.926  -0.25
C 2.286 -0.922 2.648  0.04
C 2.861 -1.931 1.899  -0.02
C 2.095 -2.037 0.739  -0.14
N 1.078 -1.151 0.730  -0.10
C -0.872 0.973 1.647  -0.25
C -1.747 1.988 2.069  0.02
C -2.821 2.012 1.191  -0.03
C -2.569 1.030 0.244  -0.17
N -1.391 0.392 0.474  -0.11
H 3.043 3.313 4.861  0.13
H 2.469 2.097 2.788  0.13
H -1.117 0.650 4.639  0.13
H -0.520 1.840 6.718  0.13
H 2.603 -0.573 3.617  0.13
H 3.721 -2.530 2.146  0.12
H 2.236 -2.733 -0.077  0.12
H -1.602 2.623 2.928  0.13
H -3.692 2.646 1.233  0.11
H -3.192 0.744 -0.587  0.08
C 2.599 -0.449 -2.198  -0.14
N 1.334 -1.203 -2.219  -0.12
C 1.134 -2.027 -3.219  -0.06
C -0.051 -2.780 -3.292  -0.35
C -0.526 -3.684 -4.235  0.02
C -1.786 -4.099 -3.791  -0.04
C -2.023 -3.439 -2.596  -0.16
N -0.977 -2.642 -2.265  -0.21
C 2.411 1.049 -2.066  -0.20
C 3.030 1.907 -2.967  -0.01
C 2.960 3.284 -2.805  -0.04
C 2.277 3.827 -1.723  -0.06
C 1.643 2.982 -0.823  -0.09
C 1.704 1.604 -1.002  -0.09
H 3.152 -0.658 -3.114  0.12
H 3.206 -0.803 -1.363  0.12
H 1.880 -2.132 -4.004  0.15
H -0.016 -3.989 -5.135  0.13
H -2.452 -4.793 -4.275  0.11
H -2.912 -3.500 -1.984  0.11
H 3.586 1.494 -3.801  0.12
H 3.455 3.933 -3.515  0.12
H 2.246 4.899 -1.578  0.12
H 1.107 3.388 0.027  0.12
H 1.200 0.982 -0.271  0.06
N -1.513 -2.651 0.564  0.01
C -0.622 -3.693 1.087  -0.31
C -0.242 -3.627 2.418  -0.04
C 0.649 -4.562 2.920  -0.05
C 1.149 -5.561 2.096  -0.06
C 0.755 -5.623 0.768  -0.05
C -0.131 -4.684 0.251  -0.04
H -1.881 -2.134 1.361  0.10
H -2.327 -3.095 0.141  0.11
H -0.630 -2.844 3.061  0.12
H 0.944 -4.516 3.960  0.12
H 1.836 -6.297 2.491  0.12
H 1.130 -6.408 0.126  0.12
H -0.442 -4.739 -0.783  0.10
C -4.368 1.747 -3.436  -0.02
N -3.149 2.350 -2.924  -0.14
C -2.932 3.802 -2.993  -0.07
C -1.542 3.961 -2.366  -0.09
N -1.028 2.593 -2.467  0.07
C -2.002 1.724 -2.698  -0.72
S -1.786 0.012 -2.784  0.74
H -5.226 2.232 -2.975  0.10
H -4.378 0.687 -3.197  0.06
H -4.430 1.865 -4.519  0.11
H -3.710 4.333 -2.448  0.14
H -2.955 4.121 -4.038  0.14
H -1.595 4.267 -1.319  0.12
H -0.910 4.658 -2.909  0.13
H -0.100 2.327 -2.173  0.09

HOMO energy = -13.525 eV
Net charge = +2
HOMO-LUMO gap = 6.83 eV
Lowest unoccupied orbital energy = -6.7 eV

=====

| no. | largest force on an atom (eV/Å) |
| --- | --- |
| 1 | 7.8 |
| 2 | 3.9 |
| 3 | 0.5 |